Below is one molecule with the formula C2H4N2S2 in a non-equilibrium geometry, with properties calculated with ωB97M-V/def2-TZVPD.

M (g mol⁻¹): 120.2
Charge: 0
Energy (hartree): -984.46899
SMILES: [H]/N=C(\N)SC=S
Orbital gap (eV): 8.40
HOMO level (eV): -8.7

Last column: natural (NBO) charge in e.
Cartesian coordinates (Å):
H 0.9812 -0.1109 -2.1097  0.355
N 0.9186 -0.0381 -1.0868  -0.718
C -0.2381 -0.0542 -0.6167  0.341
N -1.4836 -0.2346 -1.1753  -0.834
S -0.5224 0.0655 1.1959  0.280
C 1.0467 0.0902 1.9128  -0.478
S 1.3894 0.6367 3.4275  0.031
H -2.2794 0.0820 -0.6422  0.397
H -1.6237 -0.1314 -2.1741  0.396
H 1.8113 -0.3052 1.2684  0.230